Density functional theory data (the ωB97M-V functional and the def2-TZVPD basis) for one molecule with the formula C3H9NSi at a distorted geometry.

```
14
Properties=species:S:1:pos:R:3:forces:R:3:lowdin_charge:R:1
C 2.391 0.045 -0.132 -2.3643 0.1665 1.2356 -0.144
C -1.108 1.612 0.289 3.0566 -0.2476 0.2126 -0.226
C -0.828 -1.607 -0.680 1.1910 0.1178 0.5752 -0.207
N 1.493 -0.240 0.717 -0.9239 -0.2558 -0.9179 -0.146
Si -0.336 -0.178 0.612 1.6991 0.8928 0.2689 0.620
H 3.359 -0.269 0.061 2.1917 -0.5681 0.3653 0.029
H 2.255 0.627 -1.013 -0.3342 0.5226 -1.0518 0.050
H -2.116 1.546 0.438 -2.9412 -0.3254 0.2827 -0.041
H -0.779 2.373 1.039 0.1539 -0.8994 -0.2709 0.035
H -0.946 2.099 -0.664 0.1206 -0.2358 -0.4410 0.009
H -0.006 -2.021 -1.366 -0.9467 1.2955 0.9269 0.048
H -1.163 -2.522 -0.191 -0.2756 0.1927 0.3187 0.000
H -1.656 -1.195 -1.241 -0.1731 -0.1170 -0.4442 -0.005
H -0.560 -0.270 2.129 -0.4538 -0.5388 -1.0601 -0.022
```
Positions in Å, forces in eV/Å.

SMILES: C=N[SiH](C)C
Highest occupied orbital energy: -0.3234 hartree
Energy: -463.91611 a.u.